Record 1
This record from OMol25 describes a cluster of 5 separate species, C24H45N5 in total in a non-equilibrium geometry. The level of theory is ωB97M-V with the def2-TZVPD basis set.

Its total energy is -1215.15120 a.u. As for the spin multiplicity: 1. The HOMO energy is -7.8 eV. The SMILES is c1cc[nH]c1.c1cc[nH]c1.c1cc[nH]c1.CCN(CC)CC.CCN(CC)CC.

The geometry in XYZ format:
```
74
Properties=species:S:1:pos:R:3:forces:R:3
H -2.143907 -2.898564 -1.789909 0.237 -0.131 0.137
H -3.126248 -1.037709 0.063654 -0.103 -0.141 -0.458
C 0.928633 -3.623647 3.076494 -0.009 0.555 -0.294
C 1.829863 0.488729 2.849719 0.496 -0.422 0.407
N -7.084515 -0.522507 -3.050490 0.884 -0.357 1.101
H -0.297875 2.480033 2.820086 -0.175 -0.030 -0.321
H -4.830694 -2.232644 -1.413460 0.463 0.373 -0.112
C -5.324250 -1.566477 -2.105591 -0.977 1.271 0.197
H 0.958186 -1.517083 0.712437 0.180 -0.199 0.468
H 1.443988 3.112361 -3.942255 -0.375 -0.158 -0.245
H 3.510326 4.243472 -2.688125 -0.013 -0.109 -0.119
C -3.359055 1.883846 3.803872 -1.252 -0.524 0.881
H 2.488400 1.081424 2.214792 0.159 -0.278 -0.232
H -4.207803 1.779257 4.463474 0.165 -0.382 0.022
N 0.027866 -1.647757 0.341596 -0.297 0.748 0.568
H 4.459699 -2.014636 2.022783 0.431 -0.065 0.197
C 3.776592 -2.259508 0.031088 0.116 -1.166 0.293
H 0.358100 3.499250 -2.191657 -0.229 0.080 -0.196
C 2.364909 -0.942495 3.187838 -0.878 1.665 -0.081
H 0.417543 -3.198614 -1.057689 0.283 0.174 0.134
H 3.370827 4.139352 -4.469742 0.177 0.407 0.062
H -1.552733 1.652035 4.990292 -0.149 0.220 0.072
H 1.437793 2.817988 0.606881 -0.140 0.207 0.141
H 3.152715 -0.531153 -1.946958 0.000 0.160 -0.297
H -1.100215 -0.199960 1.488932 0.049 -0.094 -0.049
H 1.695156 -1.366914 -2.529594 -0.484 0.165 0.850
C -1.094769 -0.949273 0.711181 -0.264 -0.534 -0.672
C 3.666315 -1.613413 1.392179 0.887 0.346 -1.369
H -2.352944 2.764995 0.888974 0.282 -0.076 0.091
C -1.357692 2.283706 2.888156 -1.002 0.737 -1.326
H 2.541951 1.732218 -4.193423 -0.160 -0.075 0.158
C 2.289848 2.560906 -3.531748 1.481 0.696 0.881
N 2.406952 -1.834080 2.024626 -0.715 -0.100 1.658
H 1.752903 -1.327939 4.003313 -0.234 -0.220 -0.348
H 2.621446 -3.907856 1.771973 -0.121 -0.020 -0.064
H -7.210938 -1.359039 -0.997282 -0.391 0.091 -0.387
H 3.859537 -3.320364 0.267308 0.370 -0.243 -0.698
C 2.221103 -0.412656 -2.500271 -0.153 0.864 -0.803
H 4.674147 -1.893219 -0.467223 -0.025 -0.258 -0.114
C -1.591377 -2.388797 -1.014508 -1.143 1.152 1.456
H 1.267303 0.673978 -0.930024 -0.328 -0.117 -0.133
C -6.015879 -0.412650 -3.931911 -0.473 0.179 0.725
C 2.338571 -3.216664 2.565915 -0.938 -0.155 -0.566
H 0.474793 -2.936132 3.790253 0.554 0.010 0.479
H 0.432884 0.812983 -2.505858 -0.517 -0.357 0.060
H 3.927135 -0.568781 1.222474 -0.613 0.354 0.558
H -0.039565 3.765135 0.089162 0.055 -0.099 0.622
H 0.932527 -4.626313 3.503982 0.096 0.062 -0.006
H 4.469210 3.074422 -3.657368 -0.062 -0.137 0.370
C -2.029794 1.913718 4.057379 0.637 -0.300 1.083
C -6.630149 -1.157252 -1.885186 0.474 -0.629 -1.309
C 0.616689 2.916356 -0.103192 0.483 0.268 -1.735
H 1.772799 1.061460 3.775371 -0.123 -0.026 0.154
H 3.355702 -0.860429 3.634702 0.377 0.077 -0.006
H 1.781326 4.162605 -1.374710 0.312 -0.191 -0.478
H 2.383913 -0.317192 -3.573810 0.669 0.351 -0.068
H 3.104912 -3.337885 3.331502 0.080 0.013 0.412
N 2.000049 2.127696 -2.156269 0.423 1.411 -0.052
H 2.918370 -2.177137 -0.635827 -0.024 0.412 0.280
C -0.293419 -2.508876 -0.627356 0.706 -1.322 -1.772
C -2.366508 2.485448 1.932078 0.876 -0.504 -0.244
C 1.195963 3.257675 -1.537650 -0.093 -2.205 1.472
C -2.122573 -1.404662 -0.092507 0.111 0.333 0.160
H -3.912725 -1.012287 -3.766118 -0.122 -0.009 -0.045
H -8.043791 -0.248246 -3.207575 0.415 0.076 -0.060
H -6.170250 0.053756 -4.893705 0.181 0.004 0.122
H -4.439425 2.008802 2.014545 0.268 0.353 0.068
H 0.037923 1.992761 -0.092491 -0.122 0.167 -0.008
N -3.568463 2.167398 2.500722 0.334 0.520 -0.356
C -4.899945 -0.951367 -3.332410 -0.441 -1.003 -0.209
H 0.158375 -3.572732 2.306943 0.365 -0.343 -0.540
C 3.506421 3.573598 -3.547986 -0.954 -0.810 -0.770
C 1.400273 0.807337 -2.003630 -0.028 -0.416 0.171
H 0.837563 0.500203 2.398829 0.048 -0.301 0.032
```
Positions in Å, forces in eV/Å.

---

Record 2
This record from OMol25 describes the molecule C3H5FN2 in a non-equilibrium geometry. The level of theory is ωB97M-V with the def2-TZVPD basis set.

Its total energy is -326.58716 a.u. As for the spin multiplicity: 1. The HOMO energy is -8.0 eV. The SMILES is C=C(F)/C=N/N.

The geometry in XYZ format:
```
11
Properties=species:S:1:pos:R:3:forces:R:3
H -0.435222 -2.769144 1.598436 -0.576 0.612 -0.270
C -0.566459 0.251470 -0.136183 1.412 1.550 -1.025
H 0.750600 2.848441 -1.631299 -2.583 -2.664 2.083
H -1.600978 0.370598 -0.363405 -0.867 0.317 0.336
C -0.862531 -1.873324 1.121733 0.055 2.596 -0.273
H -1.917739 -1.426582 1.280757 1.695 -1.596 -0.217
C -0.078558 -0.926530 0.513190 -1.947 -1.816 0.732
H -0.830977 2.687752 -0.765586 0.267 -0.424 -0.349
N 0.333077 1.057745 -0.632634 0.037 -2.613 1.609
N -0.033860 2.169885 -1.146949 1.123 5.070 -2.954
F 1.220565 -1.001575 0.371750 1.383 -1.032 0.330
```
Positions in Å, forces in eV/Å.

---

Record 3
This record from OMol25 describes a structure of composition C9H22ClI2N2P2Tc in a non-equilibrium geometry. The level of theory is ωB97M-V with the def2-TZVPD basis set.

Its total energy is -2283.63721 a.u. As for the spin multiplicity: 4. Its charge is +3. The HOMO energy (alpha / beta) is -17.9 / -17.9 eV. The expectation value of S² is 3.781.

The geometry in XYZ format:
```
39
Properties=species:S:1:pos:R:3:forces:R:3
P 1.617931 0.090811 1.801339 3.557 1.310 3.720
H 0.843718 -1.044382 3.824317 0.322 0.214 -0.041
Tc -0.079996 -0.343863 0.357721 -1.451 2.707 0.312
H -3.545582 0.123439 -0.174817 -0.109 -0.417 -0.202
H -1.870033 -3.782285 0.091976 -0.080 0.063 -0.019
I 3.236103 -3.068456 -2.419731 -0.212 0.741 -0.199
H 0.633045 2.039473 2.930697 0.384 -0.199 0.187
H -1.510199 2.529954 0.609008 0.190 0.000 -0.272
H 2.531737 -0.426049 4.006482 -0.271 0.023 -0.394
C -1.204769 -2.050403 -2.310862 0.925 0.043 -0.053
C -3.245560 -0.470191 -1.051852 0.348 0.823 0.204
N -0.809765 3.495090 -1.198997 0.552 -1.540 0.540
H -0.463917 -2.846885 -2.178127 -0.166 -0.053 -0.113
H -3.473136 -3.200815 -0.412868 0.388 0.349 0.061
H -0.681584 -1.231360 -2.821301 -0.297 -0.151 -0.133
H -2.049322 -2.418634 -2.915303 0.151 0.187 0.323
C 0.448392 1.827809 -1.903033 -0.003 -0.227 0.188
C -0.899608 2.481227 -0.289211 -0.424 1.631 -0.762
C -2.546567 -2.921101 0.115912 0.720 -0.386 0.727
H 1.117358 1.110109 -2.363424 -0.558 0.861 0.054
N -0.151648 1.452061 -0.694778 -0.256 -0.590 0.744
H 0.363950 3.637480 -3.088763 -0.274 0.465 0.059
P -1.748702 -1.480854 -0.678813 -4.402 -2.356 -2.196
C 0.051511 3.086102 -2.220412 -0.180 -0.618 0.747
H 4.020968 0.398589 1.529659 -0.363 -0.064 -0.083
C 1.625750 1.777507 2.536000 -0.653 0.384 -0.571
H -2.763039 -2.718841 1.176279 -0.109 0.027 -0.385
H 3.397279 -1.057135 0.672603 0.148 0.081 0.114
H 3.107806 0.520326 -0.033540 0.258 0.106 0.244
H -1.271340 4.399544 -1.106110 0.105 -0.204 -0.084
H -3.020810 0.245666 -1.850383 -0.057 -0.203 -0.003
H 2.400999 1.806469 3.326248 -0.432 -0.090 -0.421
C 1.811884 -0.901816 3.321130 -0.492 -0.929 -0.219
H 2.188256 -1.897743 3.065838 0.000 0.075 0.065
C 3.196766 -0.009798 0.923529 -0.108 -0.409 -0.805
I 2.513865 -0.516569 -3.104674 0.628 -1.599 0.252
H 1.848759 2.513546 1.757516 0.161 -0.064 0.109
H -4.054430 -1.156362 -1.370590 0.485 0.317 0.211
Cl -1.566070 0.008340 2.141336 1.576 -0.309 -1.902
```
Positions in Å, forces in eV/Å.

---

Record 4
This record from OMol25 describes a structure of composition C14H28InO in a non-equilibrium geometry. The level of theory is ωB97M-V with the def2-TZVPD basis set.

Its total energy is -815.18489 a.u. As for the spin multiplicity: 1. Its charge is -1. The HOMO energy is -4.2 eV.

The geometry in XYZ format:
```
44
Properties=species:S:1:pos:R:3:forces:R:3
C -0.988725 -2.911453 -2.125261 -0.052 -0.038 -1.185
H 1.066427 -3.099956 3.023888 0.632 2.219 0.348
H 2.677814 0.148563 2.373020 -2.221 0.548 -0.568
H -1.020108 -1.288759 3.632011 0.553 1.324 -2.092
H -1.856960 -3.094890 -1.347567 1.876 0.189 -1.682
C -0.803276 3.688352 -0.596083 -0.376 -0.165 -0.790
C 0.724895 -0.983979 2.058947 0.115 -0.076 2.498
H -1.555854 -1.033942 1.825328 1.184 1.188 1.609
H 0.379566 3.816989 -0.577398 -2.489 -0.319 0.043
H 1.038450 -1.715436 4.303055 0.961 -0.342 -2.228
H 2.774862 0.842548 0.015753 -1.779 0.284 1.153
H 1.188357 -2.341919 -3.776626 0.519 1.153 1.808
C 1.412901 -1.981603 3.211877 -0.337 -0.516 -0.157
C -1.307833 3.715362 0.963160 -1.497 1.051 0.190
H -4.768352 1.327219 1.021080 2.344 2.657 0.122
H -1.238276 4.619915 -1.202544 0.827 -1.661 1.700
H 1.191690 1.237654 2.771370 0.456 -1.923 -1.559
In 0.120821 0.530475 -0.971965 -0.240 0.136 -0.211
C 1.575463 0.416108 2.004472 1.629 -0.335 -0.340
C -1.214066 2.344018 -1.439219 0.047 0.908 -0.959
H -0.904971 0.479059 2.915529 -0.009 -2.337 -0.837
C -3.924423 2.171185 1.012623 7.447 5.578 1.341
H 1.710500 2.258651 0.668281 0.215 -2.327 -0.392
H -0.576683 3.219977 1.732323 -1.542 0.607 -1.649
C 1.740315 1.075403 0.513072 0.491 1.295 0.894
C 1.052696 -0.092063 -2.991599 0.737 -0.326 -1.380
H -1.091013 -3.593512 -3.098869 -0.144 1.274 2.158
H 2.582230 -1.978481 3.166739 -2.147 0.079 0.103
C -2.837811 3.082263 1.179930 -6.151 -7.083 -1.916
H 2.799471 -1.576811 -3.163156 -2.388 -0.359 0.616
H 0.313884 -3.424049 -0.319755 0.553 0.588 -2.444
H -2.336284 2.021753 -1.350475 2.018 1.014 0.086
H -1.123466 -1.799102 -2.511481 0.590 -2.381 1.052
H 0.949826 -4.248256 -1.892994 -0.939 2.202 0.494
H 0.726832 -1.609719 1.070182 -0.084 1.707 1.719
H -1.045648 2.612037 -2.590491 -0.342 -0.467 2.305
C 1.626958 -1.636827 -2.949035 0.985 1.764 -0.632
O 1.450706 -2.117247 -1.567621 -1.173 -1.986 -1.508
H 1.957272 0.649170 -3.222874 -1.880 -1.544 0.286
H 0.245827 0.045032 -3.838969 1.584 -0.288 1.424
C -0.801198 -0.661972 2.639901 0.126 -0.883 -0.251
H -0.998540 -0.746984 -0.347978 0.188 0.310 -0.152
C 0.487511 -3.228189 -1.483604 -0.488 -0.239 1.424
H -1.401785 4.863413 1.263029 0.200 -2.479 -0.440
```
Positions in Å, forces in eV/Å.